Record 1
This record from the Open Molecules 2025 dataset describes a 2-piece molecular cluster, C10H18FO3P overall in a non-equilibrium geometry. The level of theory is wB97M-V/def2-TZVPD.

Structure (XYZ):
```
33
Properties=species:S:1:pos:R:3:forces:R:3:mulliken_charge:R:1
C -2.8465 1.8077 0.3707 1.301 -1.170 -0.389 0.341
C -1.6703 2.1033 0.3884 -0.359 0.137 -0.440 0.027
C -4.3715 -0.2451 0.7616 2.802 1.071 0.851 -0.880
C 4.0666 0.1119 0.1243 -4.215 -0.969 -3.199 -0.593
C 0.8408 -2.4054 0.2594 -1.752 1.635 2.138 -1.347
C 0.0458 1.6899 -2.5270 0.217 -0.368 0.926 -0.815
C -4.1463 1.2156 0.3440 -2.297 1.556 1.933 -0.699
C 3.5637 1.5501 0.2704 -0.529 -1.166 2.209 -0.496
C -0.0152 -1.2860 0.8800 5.035 1.557 0.699 -0.036
C -0.3281 2.3546 0.1705 1.046 1.321 0.614 0.242
O 1.3006 0.9646 2.0829 0.087 0.669 0.370 -0.791
O 2.2141 1.7160 -0.2118 -1.159 -0.457 1.056 -0.274
O 0.2827 -0.1043 0.0594 -0.219 0.308 -0.389 -0.156
F 0.1060 3.6647 0.2908 -0.525 -0.703 -0.318 -0.296
P 0.9542 1.2150 0.6785 0.246 -1.029 -0.771 0.686
H -5.0516 -0.8053 0.2088 -1.597 -0.340 -1.050 0.405
H -3.4156 -0.7193 0.5672 0.223 -0.443 0.400 0.028
H -4.6000 -0.2554 1.7912 -0.172 -0.560 1.211 0.278
H 4.8740 0.0762 0.7292 2.596 -0.953 2.046 0.438
H 3.1518 -0.5637 0.4419 2.298 1.059 -0.245 -0.139
H 4.3593 -0.2475 -0.9643 -0.665 1.084 2.102 0.235
H 1.8311 -2.1237 0.2690 2.153 0.482 -0.524 0.322
H 0.7413 -3.2019 0.9020 0.024 -2.113 1.829 0.484
H 0.4541 -2.7904 -0.6139 -0.576 -0.154 -2.435 0.354
H -0.8021 1.1433 -2.9118 -0.575 0.786 -0.355 0.316
H 0.1785 2.8091 -2.5947 0.088 -1.830 0.082 0.361
H 0.6444 0.8942 -2.0279 0.308 1.598 -0.505 0.243
H -4.7042 1.9974 1.0059 0.048 -1.636 -1.085 0.291
H -4.6279 1.1631 -0.5884 -0.216 1.236 -1.740 0.304
H 4.0763 2.2040 -0.3155 1.674 1.760 -1.839 0.425
H 3.7859 1.9309 1.3506 -1.211 -0.835 -1.623 0.280
H 0.3873 -0.9143 1.9301 -1.397 -1.537 -1.776 0.345
H -0.9946 -1.5584 0.7578 -2.684 0.003 0.215 0.116
```
Forces are in eV/Å.

Calculated values
Orbital gap (alpha / beta) ... 8.5 / 7.6 eV
ΔE to the lowest compared entry with this formula, charge and spin ... 462.1 kJ/mol
Highest occupied orbital energy (alpha / beta) ... -8.17 / -8.41 eV
Energy ... -28805.301 eV


Record 2
This record from the Open Molecules 2025 dataset describes an isolated ion of composition C10H18IN2S and charge +1 in a non-equilibrium geometry. The level of theory is wB97M-V/def2-TZVPD.

Structure (XYZ):
```
32
Properties=species:S:1:pos:R:3:forces:R:3:mulliken_charge:R:1
C 0.4608 1.7628 0.9874 0.167 1.108 0.756 -0.468
C 0.1211 2.3429 2.1666 -1.530 -2.043 0.650 0.897
C -0.3395 0.8403 0.1602 -0.553 -0.877 -0.045 0.899
C 2.0850 -1.3097 -2.4852 -0.580 -0.870 -0.137 -0.944
C 1.0867 -2.1819 -1.7301 -0.347 0.938 -0.750 0.596
C -0.0242 -1.0976 -1.4613 -0.310 -0.455 -0.548 -0.132
C 0.7165 3.4824 2.9408 2.182 -3.079 -0.300 -1.536
C -1.0880 1.7803 2.9321 1.854 -3.789 -0.922 -1.761
C 1.5533 -2.7594 -0.3958 -2.322 -3.370 -1.143 -1.351
C -2.3037 -2.3226 -2.5763 -0.781 -0.680 2.805 -0.893
N -1.7218 0.9730 0.1094 1.667 0.355 -0.413 -0.506
N 0.2760 -0.1546 -0.4831 1.083 0.280 -0.683 0.018
S -1.4194 -0.7833 -2.4056 -0.051 0.378 -0.541 -0.109
I 2.1650 2.5424 0.0853 0.500 -0.112 -0.600 0.120
H 2.8295 -0.6353 -2.0423 -0.543 -0.406 0.245 0.273
H 2.1461 -1.4122 -3.5640 -0.180 0.201 0.132 0.305
H 0.5986 -2.9898 -2.4050 0.992 1.455 1.119 0.480
H 0.4977 3.3096 3.9961 0.295 0.407 -0.181 0.355
H 0.1970 4.2618 2.5427 -1.232 2.936 -0.657 0.415
H 1.7971 3.5620 2.7016 -0.662 0.292 0.521 0.416
H -1.4471 0.7607 2.4420 0.329 2.377 1.374 0.358
H -0.8480 1.6034 3.9994 0.378 -0.302 -0.651 0.477
H -1.7953 2.5115 3.0365 -2.389 1.765 -0.310 0.488
H 1.8350 -3.8813 -0.5192 -0.447 2.019 0.345 0.321
H 0.6683 -2.6624 0.2418 0.065 -0.731 0.212 0.352
H 2.2824 -2.2895 0.1483 2.252 1.460 0.726 0.402
H -2.3054 -2.7620 -3.5126 0.601 -0.655 -1.994 0.350
H -3.3681 -2.1981 -2.3325 0.297 0.519 0.038 0.349
H -1.9644 -3.0393 -1.8008 0.061 0.344 -0.584 0.315
H -1.8991 1.8355 0.5728 -0.750 0.629 0.467 0.282
H -2.0850 1.0310 -0.8380 -0.161 -0.611 0.017 0.296
H 1.2930 -0.1206 -0.5111 0.116 0.520 1.054 -0.064
```
Forces are in eV/Å.

Calculated values
Orbital gap (alpha / beta) ... 7.0 / 7.2 eV
Net charge ... +1
ΔE to the lowest compared entry with this formula, charge and spin ... 198.4 kJ/mol
Highest occupied orbital energy (alpha / beta) ... -10.86 / -11.73 eV
Energy ... -32567.379 eV


Record 3
This record from the Open Molecules 2025 dataset describes a single C10H18N2O3 molecule in a non-equilibrium geometry. The level of theory is wB97M-V/def2-TZVPD.

Structure (XYZ):
```
33
Properties=species:S:1:pos:R:3:forces:R:3:mulliken_charge:R:1
C 1.3514 0.8526 1.1193 -4.815 -1.182 0.486 -0.202
C 1.2549 -0.2065 0.0103 0.522 2.523 3.504 0.115
C 1.0296 0.3033 2.6138 2.649 3.093 -0.862 0.257
C 2.4394 -0.0880 3.2769 0.733 -1.151 0.031 -0.972
C -0.1161 -0.6927 2.6024 4.464 -2.485 1.199 -0.993
C -0.7909 0.5048 -1.5293 -1.391 -2.032 1.509 0.253
C -2.1753 0.6997 -0.6722 0.440 3.026 -0.304 0.340
C -1.1720 -0.4375 -2.6673 -2.339 1.117 -1.425 -0.998
C 0.0324 -1.2022 -3.1079 -0.609 -0.712 -0.838 -0.604
C 0.7184 -1.5057 -1.7431 -0.885 0.253 -2.413 -0.609
H 0.6314 2.3421 0.1830 -0.097 0.875 -2.174 0.264
H 0.1683 2.5896 1.5879 -0.600 -3.256 -1.958 0.289
H 2.3089 1.2799 1.0148 1.088 0.845 0.238 0.636
H 0.8285 1.2966 3.1186 -0.489 -1.080 -0.323 0.308
H 2.1626 -0.8798 4.1799 1.257 2.109 -2.140 0.275
H 3.1145 -0.6525 2.3769 -1.770 1.435 2.869 0.204
H 3.0845 0.9417 3.7066 -2.069 -3.245 -1.256 0.264
H -0.4406 -0.8642 3.6319 -0.168 -0.003 -0.137 0.428
H 0.6879 -1.6787 2.3769 -3.397 1.998 -0.110 0.278
H -0.9367 -0.3951 1.9770 -0.018 -0.458 -0.653 0.009
H -0.4560 1.4494 -1.8410 -0.126 1.382 -0.458 0.377
H -1.8052 0.1132 -3.4195 1.257 -0.116 0.133 0.460
H -1.9413 -1.1516 -2.4088 -0.027 -0.387 1.064 0.374
H 0.6319 -0.5588 -3.7645 0.276 -0.356 0.216 0.287
H -0.3521 -2.0925 -3.7168 1.016 0.977 0.930 0.346
H 1.8465 -1.5751 -1.9687 -2.023 -0.376 1.098 0.276
H 0.1568 -2.4000 -1.2730 1.581 1.305 -0.423 0.268
H -3.2481 -0.3049 0.6176 -0.878 0.600 0.290 0.374
N 0.1552 1.7175 0.7856 1.586 3.953 3.997 -0.676
N 0.3867 -0.2116 -0.9941 0.034 -2.762 -1.040 0.057
O 2.1056 -1.0371 0.1627 1.742 -2.359 -0.300 -0.613
O -2.8169 1.7725 -0.7507 1.792 -4.007 0.407 -0.616
O -2.4969 -0.4063 0.0460 1.268 0.473 -1.161 -0.455
```
Forces are in eV/Å.

Calculated values
Orbital gap ... 9.7 eV
ΔE to the lowest compared entry with this formula, charge and spin ... 503.3 kJ/mol
SMILES string ... CC(C)[C@H](N)C(=O)N1CCC[C@H]1C(=O)O
Highest occupied orbital energy ... -9.12 eV
Energy ... -19780.671 eV


Record 4
This record from the Open Molecules 2025 dataset describes a 2-piece molecular cluster, C10H18N2O3 overall in a non-equilibrium geometry. The level of theory is wB97M-V/def2-TZVPD.

Structure (XYZ):
```
33
Properties=species:S:1:pos:R:3:forces:R:3:mulliken_charge:R:1
C 1.3982 -1.5245 0.5280 -0.135 0.932 0.962 0.196
C -1.1752 0.7706 0.6280 -0.316 0.577 3.964 0.514
C 0.7201 -1.7326 -0.4302 0.991 0.364 2.107 0.182
C 2.1514 -1.1082 1.7411 -0.114 1.112 -2.366 -1.043
C -1.2580 0.7658 2.2076 -2.109 -1.066 -1.959 -0.839
C 1.4026 -0.3175 2.7477 -1.264 0.675 3.370 -0.408
C -0.1801 1.5185 2.9666 -4.005 0.390 1.105 -0.741
C -1.2316 0.4420 -4.5141 0.223 1.229 1.195 -1.096
C -0.8429 1.2879 -3.2933 0.006 0.161 -1.793 0.269
C -0.0618 -2.9821 -2.2048 1.498 -1.661 2.984 -0.060
N -0.0028 -1.8704 -1.5126 -1.446 -1.775 -4.924 0.304
N 1.1118 1.1531 2.5707 4.149 2.288 -3.002 -0.069
O -0.3087 0.8104 -2.3080 -0.090 -0.086 0.207 -0.763
O -0.1392 1.5196 0.2823 0.658 0.264 -3.040 -0.473
O -1.9466 0.2483 -0.0916 -0.582 -0.843 -1.121 -0.498
H 2.5094 -1.9987 2.1361 0.945 -1.463 1.235 0.452
H 2.9796 -0.5313 1.3555 0.687 0.007 0.043 0.351
H -2.2721 1.2104 2.4357 1.127 -0.322 -0.113 0.518
H -1.3945 -0.3263 2.4825 0.206 1.310 -0.070 0.387
H 0.3746 -0.6403 2.7875 0.100 -0.889 0.135 0.246
H 1.7467 -0.3970 3.8556 -0.041 -0.119 -2.120 0.415
H -0.2979 2.5788 2.8385 -0.047 0.504 -0.136 0.426
H -0.5487 1.2876 3.9424 1.098 0.022 1.419 0.324
H -1.3505 1.1236 -5.3428 0.295 -0.087 -0.488 0.355
H -0.5041 -0.3390 -4.6605 0.432 -0.109 -0.294 0.313
H -2.1860 -0.0327 -4.4016 -0.745 -0.207 0.419 0.325
H -0.3485 -1.0143 -2.0195 0.121 0.179 0.786 0.120
H -0.9442 2.4059 -3.4342 -0.095 -0.938 0.555 0.394
H 0.3789 -3.9447 -1.7551 -0.512 1.772 -0.389 0.285
H -0.4724 -3.1828 -3.1586 -0.836 0.956 -0.939 0.274
H 1.8830 1.8965 2.8502 -1.694 -2.244 -0.014 0.445
H 0.9277 1.4783 1.5250 1.162 -1.367 1.087 0.424
H -0.1181 1.4449 -0.7539 0.336 0.434 1.195 0.471
```
Forces are in eV/Å.

Calculated values
Orbital gap ... 8.9 eV
Net charge ... +2
ΔE to the lowest compared entry with this formula, charge and spin ... 0.0 kJ/mol
Highest occupied orbital energy ... -17.07 eV
Energy ... -19764.792 eV


Record 5
This record from the Open Molecules 2025 dataset describes a single C10H18N2O5 molecule in a non-equilibrium geometry. The level of theory is wB97M-V/def2-TZVPD.

Structure (XYZ):
```
35
Properties=species:S:1:pos:R:3:forces:R:3:mulliken_charge:R:1
C -0.8210 -0.1347 -2.2405 0.571 1.255 -1.019 0.101
C -0.6539 0.7516 -0.9683 1.201 0.586 1.078 0.047
C -1.9175 -1.1366 -2.2167 -2.836 -1.679 0.985 -0.040
C -1.7957 -2.1281 -3.4338 2.414 3.067 -0.006 -1.280
C -2.1123 -2.0374 -0.9739 2.522 2.163 2.461 -0.881
C -2.5652 -1.2517 0.3676 -2.114 0.347 -1.298 -1.009
C 0.8949 0.9990 0.9497 0.645 -1.369 1.208 -0.026
C 1.7119 2.1797 0.3903 -1.053 -0.390 0.009 0.614
C 1.7415 0.2521 2.1640 -0.479 1.319 -0.721 -0.607
C 1.0286 -0.8105 2.9556 -3.077 1.760 -4.747 0.444
H 0.4327 -1.7025 -2.9931 0.499 1.773 0.866 0.264
H 1.1073 -0.1798 -3.0588 -0.132 -0.353 0.477 0.260
H -1.2571 0.5896 -3.0379 1.739 -0.832 0.863 0.314
H -2.8670 -0.5069 -2.1531 0.896 -0.822 -0.835 0.349
H -2.5116 -2.8743 -3.5640 -0.773 -1.747 0.818 0.444
H -1.9340 -1.5972 -4.3711 0.309 0.574 -0.262 0.395
H -0.6715 -2.3794 -3.4141 -2.729 -1.091 -0.511 0.097
H -2.9849 -2.5445 -1.1099 -1.788 -2.329 -1.075 0.510
H -1.1935 -2.6871 -0.8019 -1.325 0.559 -0.059 0.313
H -2.1668 -1.6185 1.2811 1.070 0.005 0.542 0.312
H -2.4812 -0.1594 0.2397 0.420 -0.470 0.432 0.236
H -3.7055 -1.3490 0.5962 1.639 -0.184 -0.982 0.358
H 0.5563 -0.6365 -0.6374 1.276 0.226 1.193 0.451
H 0.1054 1.4592 1.5097 -0.830 0.386 0.081 0.194
H 2.6788 -0.1395 1.7226 -0.278 0.387 0.714 0.365
H 1.9114 0.9572 3.0761 0.326 -0.418 -2.334 0.286
H 1.2499 -1.9002 4.3703 -0.122 -0.156 0.285 0.367
H 0.2514 2.5609 -0.6872 0.448 0.328 -0.761 0.441
N 0.5405 -0.7998 -2.4676 -1.144 0.224 -1.164 -0.604
N 0.2684 0.2055 -0.1156 -1.411 0.280 -1.052 0.120
O -1.1113 1.9128 -0.8176 -0.351 -1.857 -0.524 -0.778
O 2.5807 2.5912 1.0873 1.266 0.910 -0.312 -0.533
O -0.1035 -1.1774 2.7342 -0.236 -0.348 0.127 -0.580
O 1.7274 -1.1979 3.9117 2.908 -1.866 3.815 -0.395
O 1.2504 2.7171 -0.7717 0.528 -0.242 1.706 -0.551
```
Forces are in eV/Å.

Calculated values
Orbital gap ... 10.1 eV
ΔE to the lowest compared entry with this formula, charge and spin ... 351.8 kJ/mol
SMILES string ... CC[C@H](C)[C@H](N)C(=O)N[C@@H](CC(=O)O)C(=O)O
Highest occupied orbital energy ... -9.61 eV
Energy ... -23878.144 eV


Record 6
This record from the Open Molecules 2025 dataset describes a 2-piece molecular cluster, C10H18N2Si overall in a non-equilibrium geometry. The level of theory is wB97M-V/def2-TZVPD.

Structure (XYZ):
```
31
Properties=species:S:1:pos:R:3:forces:R:3:mulliken_charge:R:1
C 2.1474 0.7154 3.2938 2.948 -1.697 2.100 -0.398
C 2.0879 -0.3080 2.3672 1.777 -0.872 0.807 -0.111
C 1.1727 1.5874 3.2581 -2.945 3.025 0.779 -0.127
C 0.1551 0.4450 1.6042 -1.157 -0.439 -0.090 0.343
C -1.9170 -1.7313 -1.6281 2.524 -0.034 0.639 -1.254
C -1.9127 -2.3426 0.8719 -4.065 0.429 -1.945 -1.756
C 0.0314 2.4025 -2.4948 -0.745 -0.195 1.180 -1.153
C 1.4002 0.3566 -2.2063 -0.687 -1.514 -0.765 -1.054
C -1.2690 -1.5553 -0.2063 0.601 1.053 -1.364 0.775
C 0.9581 1.6401 -1.6034 -0.697 -0.922 2.505 -0.181
N 1.1006 -0.5317 1.5646 -0.659 0.796 -0.864 -0.271
N 0.1482 1.4883 2.4224 -0.213 0.159 -0.783 -0.534
Si -1.2268 0.2957 0.3711 0.643 0.107 -0.832 -0.074
H 2.8350 0.7120 4.1852 -0.258 0.041 -1.528 0.295
H 2.9357 -0.9731 2.3258 0.070 -0.520 -0.024 0.401
H 1.0664 2.4426 3.9330 0.406 -0.306 0.027 0.406
H -1.1424 -1.2814 -2.3284 -1.395 -0.502 0.410 0.177
H -1.9747 -2.8072 -1.7986 -0.071 -0.023 -0.314 0.407
H -2.8920 -1.3120 -1.7362 -0.614 0.496 -0.116 0.365
H -1.9865 -3.3755 0.6028 -0.333 -0.864 -0.324 0.439
H -2.9815 -1.9264 1.0643 1.568 -0.916 -0.167 0.287
H -1.4033 -2.3254 1.7352 1.899 0.352 3.301 0.504
H 0.6508 2.3502 -3.3640 -0.315 1.064 -1.411 0.391
H -0.8552 1.7809 -2.6620 0.152 -0.178 -0.361 0.237
H -0.4428 3.3614 -2.1883 1.220 -0.322 -0.187 0.300
H 0.8081 -0.0381 -3.0915 0.289 0.849 0.962 0.271
H 1.5051 -0.5146 -1.5631 -0.572 0.080 0.771 0.274
H 2.3962 0.3497 -2.5612 1.484 0.690 -0.783 0.427
H -0.2038 -1.9243 -0.3198 -0.977 0.813 0.244 0.215
H 1.2267 1.7937 -0.5087 -0.429 0.314 -1.762 0.508
H -2.4180 1.2253 0.6613 0.550 -0.963 -0.105 -0.109
```
Forces are in eV/Å.

Calculated values
Orbital gap (alpha / beta) ... 7.0 / 7.4 eV
ΔE to the lowest compared entry with this formula, charge and spin ... 430.5 kJ/mol
Highest occupied orbital energy (alpha / beta) ... -7.22 / -6.59 eV
Energy ... -21514.904 eV